{
  "formula": "C10H14FN",
  "method": "ωB97M-V/def2-TZVPD",
  "total_charge": 0,
  "energy_ha": -544.0470,
  "smiles": "CN(C)CCc1ccccc1F",
  "molar_mass_g_mol": 167.23,
  "lumo_energy_ev": 1.0,
  "spin_multiplicity": 1,
  "orbital_gap_ev": 9.61,
  "species": ["C", "C", "C", "C", "C", "C", "C", "C", "C", "C", "H", "H", "H", "H", "H", "H", "H", "H", "H", "H", "H", "H", "H", "H", "N", "F"],
  "coordinates": [[-3.092064, 0.698554, -0.531970], [-2.189674, -0.356119, 1.438186], [-1.273790, -0.799899, -0.780399], [0.107604, -1.340919, -0.354875], [1.234414, -0.360613, -0.202397], [1.120968, 1.026013, -0.197595], [2.232962, 1.851430, -0.005657], [3.482238, 1.318097, 0.158229], [3.631129, -0.078419, 0.108136], [2.510661, -0.873733, -0.039563], [-2.887845, 1.093038, -1.538039], [-3.509993, 1.516080, 0.034058], [-3.888560, -0.079792, -0.638998], [-2.637642, 0.431315, 2.088311], [-1.249203, -0.712553, 1.938321], [-2.858909, -1.256802, 1.409211], [-1.187443, -0.291290, -1.766440], [-1.974092, -1.644884, -0.938252], [0.406101, -2.071221, -1.114746], [0.064180, -1.941245, 0.562504], [0.141384, 1.533354, -0.301520], [2.121574, 2.932125, -0.051008], [4.352466, 1.977822, 0.327835], [4.603053, -0.541315, 0.219574], [-1.905030, 0.181668, 0.113472], [2.645514, -2.210694, 0.063614]],
  "forces_ev_per_a": [[-0.54, -0.38, -0.26], [0.38, -0.35, 0.55], [0.11, 0.39, -0.13], [-0.56, -0.15, -0.13], [-0.28, 0.39, -0.08], [-0.56, 0.80, -0.03], [-0.57, 0.30, -0.35], [0.98, -0.57, 0.00], [0.11, 0.35, 0.23], [0.45, 0.62, 0.37], [0.21, -0.21, 0.29], [-0.15, 0.25, 0.35], [0.31, 0.27, 0.02], [0.24, -0.60, -0.53], [-0.73, 0.51, -0.50], [0.12, 0.59, -0.04], [0.14, -0.35, 0.53], [0.26, -0.04, 0.05], [-0.09, 0.06, -0.01], [-0.27, 0.13, -0.06], [0.62, -0.74, 0.02], [-0.14, -0.18, 0.18], [-0.53, -0.57, -0.20], [-0.04, -0.04, 0.05], [0.42, -0.26, -0.09], [0.12, -0.22, -0.24]]
}